{"formula": "C2H6N2O2", "method": "the ωB97M-V functional and the def2-TZVPD basis", "spin_multiplicity": 1, "smiles": "CON(C)N=O", "gap_ev": 9.7, "homo_ev": -9.05, "max_force_ev_per_a": 4.44, "species": ["C", "O", "N", "C", "N", "O", "H", "H", "H", "H", "H", "H"], "coordinates": [[-0.906, 1.108, 0.076], [0.565, 1.462, 0.326], [1.558, 0.502, -0.013], [1.178, -0.675, -0.785], [2.798, 0.594, 0.313], [3.541, -0.328, -0.009], [-1.329, 1.806, -0.596], [-1.485, 1.279, 1.058], [-0.990, 0.138, -0.303], [0.420, -1.285, -0.383], [2.114, -1.118, -1.014], [0.902, -0.244, -1.835]]}


{"formula": "C31H71B2N3O9PS5", "method": "the ωB97M-V functional and the def2-TZVPD basis", "spin_multiplicity": 1, "gap_ev": 7.5, "homo_ev": -9.16, "max_force_ev_per_a": 4.85, "total_charge": 1, "species": ["C", "C", "O", "C", "P", "C", "C", "C", "C", "C", "C", "N", "N", "C", "C", "C", "C", "C", "C", "C", "C", "C", "B", "O", "O", "C", "B", "O", "N", "C", "C", "H", "H", "H", "H", "H", "H", "H", "H", "H", "H", "H", "H", "H", "H", "H", "H", "H", "H", "H", "H", "H", "H", "H", "H", "H", "H", "H", "H", "H", "H", "H", "H", "H", "H", "H", "H", "H", "H", "H", "H", "H", "C", "S", "O", "C", "H", "H", "H", "H", "H", "H", "C", "S", "O", "C", "H", "H", "H", "H", "H", "H", "C", "S", "O", "C", "H", "H", "H", "H", "H", "H", "C", "S", "O", "C", "H", "H", "H", "H", "H", "H", "C", "S", "O", "C", "H", "H", "H", "H", "H", "H"], "coordinates": [[4.498, 0.055, -0.933], [3.108, 0.181, -1.773], [2.019, -0.063, -0.862], [0.908, -0.786, -1.433], [1.317, -2.518, -2.069], [2.708, -3.381, -1.155], [-0.176, -3.600, -2.426], [-0.041, -0.007, -2.521], [0.241, -0.167, -4.084], [1.457, 0.773, -4.640], [2.584, -0.121, -5.402], [3.993, 0.375, -5.117], [-1.477, 0.100, -2.031], [-2.588, -0.428, -2.893], [-3.229, 0.628, -3.900], [-3.264, 2.163, -3.739], [-3.945, 3.060, -4.797], [-4.631, 2.436, -6.041], [-4.605, 0.897, -6.230], [-3.895, 0.017, -5.182], [-1.501, -0.906, -0.875], [-0.069, -0.856, -0.098], [-0.272, 0.570, 0.703], [-0.745, 0.625, 2.085], [-0.048, 1.863, 0.076], [-0.936, 2.884, 0.608], [0.130, -2.093, 0.935], [-0.753, -3.254, 0.725], [1.050, -2.190, 2.086], [0.402, -2.018, 3.413], [2.328, -1.464, 1.938], [5.415, 0.304, -1.585], [4.590, -0.930, -0.367], [4.459, 0.902, -0.144], [3.060, 1.302, -2.065], [3.113, -0.419, -2.738], [3.655, -2.756, -1.055], [3.003, -4.319, -1.760], [2.371, -3.757, -0.130], [-1.138, -3.050, -2.707], [-0.328, -4.371, -1.580], [0.090, -4.239, -3.355], [0.314, 1.083, -2.333], [0.484, -1.222, -4.441], [-0.670, 0.166, -4.718], [1.890, 1.465, -3.848], [1.038, 1.468, -5.466], [2.372, -0.238, -6.521], [2.556, -1.197, -4.970], [4.421, -0.328, -4.480], [4.492, 0.199, -6.014], [-1.807, 1.041, -1.769], [-3.464, -0.871, -2.285], [-2.196, -1.303, -3.529], [-2.756, 2.608, -2.810], [-3.933, 4.191, -4.645], [-5.118, 3.151, -6.799], [-5.117, 0.447, -7.145], [-3.848, -1.113, -5.326], [-2.174, -0.339, -0.119], [-2.005, -1.908, -1.047], [-1.731, 0.627, 2.113], [-0.866, 3.838, -0.044], [-2.032, 2.550, 0.541], [-0.612, 3.197, 1.656], [-1.390, -3.336, 1.467], [-0.705, -2.355, 3.416], [0.931, -2.744, 4.145], [0.427, -0.948, 3.821], [2.933, -1.696, 1.005], [2.239, -0.308, 1.992], [2.998, -1.760, 2.834], [2.168, 4.251, -0.230], [1.313, 5.835, -0.080], [0.455, 5.998, -1.294], [2.779, 6.862, -0.308], [1.432, 3.452, -0.156], [2.673, 4.190, -1.197], [2.893, 4.150, 0.580], [3.245, 6.639, -1.270], [3.484, 6.677, 0.504], [2.473, 7.908, -0.289], [-4.452, 0.348, 5.876], [-3.256, 0.623, 4.553], [-3.130, -0.657, 3.782], [-1.814, 0.754, 5.626], [-5.435, 0.200, 5.427], [-4.178, -0.540, 6.448], [-4.480, 1.223, 6.529], [-1.700, -0.160, 6.213], [-1.928, 1.615, 6.289], [-0.930, 0.894, 5.001], [-4.468, -5.668, -5.027], [-4.469, -3.929, -5.509], [-3.989, -3.136, -4.331], [-6.263, -3.752, -5.586], [-3.434, -5.985, -4.884], [-5.019, -5.797, -4.094], [-4.922, -6.266, -5.819], [-6.705, -3.998, -4.619], [-6.662, -4.410, -6.360], [-6.496, -2.716, -5.838], [6.424, -1.581, 3.760], [6.510, -2.143, 2.046], [5.123, -2.518, 1.628], [7.405, -3.671, 2.389], [5.864, -0.646, 3.788], [5.913, -2.327, 4.372], [7.433, -1.410, 4.139], [6.834, -4.290, 3.085], [8.383, -3.435, 2.811], [7.538, -4.211, 1.451], [-2.938, 3.498, 10.203], [-1.739, 3.777, 8.882], [-1.613, 2.499, 8.114], [-0.296, 3.908, 9.957], [-3.919, 3.350, 9.752], [-2.664, 2.610, 10.774], [-2.970, 4.371, 10.857], [-0.183, 2.994, 10.543], [-0.410, 4.768, 10.619], [0.587, 4.049, 9.332]]}


{"formula": "C30H58BBrF7N4O9P2", "method": "the ωB97M-V functional and the def2-TZVPD basis", "spin_multiplicity": 1, "gap_ev": 6.4, "homo_ev": -4.94, "max_force_ev_per_a": 2.03, "total_charge": -1, "species": ["C", "O", "C", "C", "C", "C", "C", "B", "O", "N", "C", "C", "O", "P", "Br", "C", "C", "O", "C", "C", "C", "F", "F", "F", "P", "O", "O", "C", "C", "C", "C", "F", "C", "F", "F", "C", "C", "C", "F", "H", "H", "H", "H", "H", "H", "H", "H", "H", "H", "H", "H", "H", "H", "H", "H", "H", "H", "H", "H", "H", "H", "H", "H", "H", "H", "H", "H", "H", "H", "H", "H", "H", "H", "H", "H", "H", "C", "C", "O", "N", "C", "H", "H", "H", "H", "H", "H", "H", "C", "C", "O", "N", "C", "H", "H", "H", "H", "H", "H", "H", "C", "C", "O", "N", "C", "H", "H", "H", "H", "H", "H", "H"], "coordinates": [[-6.267, -4.619, -0.622], [-5.319, -4.310, -1.600], [-4.879, -2.967, -1.506], [-3.526, -2.780, -2.188], [-2.525, -1.985, -1.314], [-1.070, -2.418, -1.569], [-0.169, -2.617, -0.333], [-0.732, -3.730, 0.651], [-0.039, -4.097, 1.806], [-1.966, -4.477, 0.336], [-2.815, -4.626, 1.512], [-1.665, -5.765, -0.314], [0.914, -3.413, -0.898], [2.463, -2.644, -1.040], [3.292, -4.660, -2.048], [4.146, -1.731, -0.918], [4.146, -0.314, -1.417], [5.053, 0.460, -1.149], [2.056, -2.056, -2.800], [3.137, -2.133, -3.879], [3.102, -0.971, -4.869], [3.388, -1.401, -6.129], [4.042, -0.036, -4.572], [1.910, -0.341, -4.958], [3.172, -3.681, 0.886], [4.557, -4.258, 0.739], [1.822, -1.253, -0.250], [0.470, -1.323, 0.273], [-0.121, -0.032, -0.325], [0.371, 1.264, 0.337], [1.688, 1.791, -0.113], [1.743, 2.145, -1.430], [2.751, 2.011, 0.684], [3.417, 3.184, 0.705], [3.310, 1.128, 1.513], [0.727, -1.284, 1.780], [-0.411, -0.918, 2.743], [-1.826, -0.836, 2.212], [-0.413, -1.879, 3.789], [-6.480, -5.682, -0.665], [-5.908, -4.396, 0.387], [-7.200, -4.062, -0.760], [-5.609, -2.287, -1.960], [-4.844, -2.696, -0.446], [-3.098, -3.756, -2.397], [-3.714, -2.264, -3.126], [-2.859, -2.103, -0.291], [-2.629, -0.945, -1.621], [-0.621, -1.724, -2.272], [-1.072, -3.386, -2.060], [-0.402, -3.668, 2.588], [-2.801, -3.711, 2.102], [-2.536, -5.488, 2.125], [-3.853, -4.767, 1.208], [-2.374, -6.534, -0.029], [-0.637, -6.075, -0.118], [-1.746, -5.642, -1.395], [4.527, -1.694, 0.097], [4.890, -2.272, -1.500], [3.338, 0.061, -2.063], [1.625, -1.062, -2.710], [1.240, -2.687, -3.132], [4.158, -2.186, -3.522], [2.969, -3.011, -4.490], [3.299, -2.680, 1.891], [2.319, -4.737, 1.272], [-1.200, -0.038, -0.198], [0.126, 0.018, -1.376], [0.366, 1.253, 1.421], [-0.343, 2.042, 0.057], [1.168, -2.200, 2.144], [1.510, -0.547, 1.913], [-0.177, 0.021, 3.238], [-2.520, -1.147, 2.987], [-2.062, 0.207, 2.005], [-2.014, -1.383, 1.296], [-0.509, 5.599, 2.373], [-1.460, 4.823, 1.494], [-1.718, 3.647, 1.701], [-2.025, 5.479, 0.449], [-1.839, 6.862, 0.043], [-0.145, 4.939, 3.154], [0.342, 5.958, 1.793], [-1.018, 6.445, 2.836], [-2.646, 4.903, -0.096], [-2.800, 7.379, 0.060], [-1.443, 6.888, -0.974], [-1.152, 7.378, 0.704], [-6.629, 9.427, -0.252], [-5.140, 9.601, -0.433], [-4.346, 9.351, 0.459], [-4.702, 10.051, -1.639], [-5.487, 10.396, -2.810], [-6.814, 9.065, 0.754], [-7.146, 10.378, -0.383], [-7.020, 8.699, -0.964], [-3.701, 10.144, -1.693], [-5.186, 9.771, -3.652], [-5.312, 11.440, -3.076], [-6.546, 10.253, -2.626], [8.526, -2.645, 4.439], [7.575, -3.518, 3.646], [7.361, -4.677, 3.970], [6.977, -2.958, 2.570], [7.128, -1.607, 2.066], [8.924, -3.228, 5.264], [9.356, -2.312, 3.813], [8.006, -1.776, 4.843], [6.346, -3.580, 2.065], [6.158, -1.106, 2.059], [7.500, -1.637, 1.041], [7.817, -1.033, 2.676]]}


{"formula": "C6H17NO", "method": "the ωB97M-V functional and the def2-TZVPD basis", "spin_multiplicity": 1, "smiles": "CCCNCCC.O", "gap_ev": 9.8, "homo_ev": -8.83, "max_force_ev_per_a": 2.41, "species": ["C", "C", "C", "N", "C", "C", "C", "H", "H", "H", "H", "H", "H", "H", "H", "H", "H", "H", "H", "H", "H", "H", "O", "H", "H"], "coordinates": [[0.977, -0.173, -2.957], [1.034, -0.520, -1.495], [0.971, 0.754, -0.611], [-0.074, 0.796, 0.419], [0.028, -0.122, 1.534], [-1.280, -0.882, 1.819], [-1.465, -2.080, 0.937], [1.847, 0.478, -3.174], [1.116, -0.900, -3.762], [0.129, 0.439, -3.292], [0.136, -1.044, -1.168], [1.897, -1.124, -1.198], [0.730, 1.606, -1.261], [1.918, 1.068, -0.170], [-0.979, 0.831, -0.053], [0.220, 0.518, 2.399], [0.863, -0.804, 1.390], [-1.344, -1.012, 2.894], [-2.064, -0.145, 1.648], [-2.450, -2.561, 0.858], [-0.722, -2.864, 1.014], [-1.356, -1.740, -0.104], [0.167, 3.458, 1.477], [0.258, 2.777, 0.790], [-0.558, 3.247, 2.067]]}